The following is a quantum chemistry calculation of a cluster of 12 separate species, C39H93N14O25P3 in total at a distorted geometry, from the Open Molecules 2025 dataset.

Last column: Mulliken charge in e.
Element x y z (Å)
C (8.3552, 1.8258, -6.4184)  -1.117
N (7.5468, 2.2858, -7.6105)  0.269
C (8.3762, 2.3507, -8.8275)  -0.890
P (5.8466, 2.1519, -7.5549)  0.476
O (5.2631, 0.7882, -7.6589)  -0.859
N (5.3952, 3.0139, -6.0469)  0.254
C (5.8760, 4.3207, -5.7285)  -1.195
C (4.2913, 2.4567, -5.1763)  -0.942
N (5.3274, 3.1109, -8.8732)  0.150
C (5.3799, 2.4854, -10.1899)  -1.397
C (4.4282, 4.2722, -8.6196)  -0.905
H (7.8055, 1.0196, -5.9325)  0.373
H (8.5996, 2.6109, -5.7028)  0.249
H (9.1814, 1.2227, -6.7950)  0.411
H (9.1065, 3.1539, -8.7297)  0.344
H (7.8489, 2.5249, -9.7654)  0.251
H (8.9546, 1.4446, -9.0083)  0.338
H (5.0302, 5.0056, -5.7883)  0.417
H (6.1063, 4.3423, -4.6633)  0.296
H (6.6587, 4.6387, -6.4172)  0.364
H (4.2983, 1.3725, -5.2883)  0.280
H (4.4013, 2.7276, -4.1262)  0.346
H (3.3387, 2.9272, -5.4195)  0.281
H (5.8567, 3.0359, -11.0009)  0.324
H (5.7077, 1.4498, -10.0992)  0.447
H (4.3305, 2.3533, -10.4532)  0.503
H (3.7459, 3.9081, -7.8516)  0.303
H (3.8860, 4.5078, -9.5354)  0.403
H (4.9141, 5.1979, -8.3113)  0.227
C (8.4249, 3.3552, 5.4910)  -1.159
N (7.3175, 4.1371, 5.0264)  0.283
C (6.9027, 5.2011, 5.8351)  -1.271
P (6.1662, 3.4592, 3.9180)  0.545
O (5.4765, 2.2801, 4.4936)  -0.843
N (5.0905, 4.7846, 3.5004)  0.100
C (3.8354, 4.3512, 3.0923)  -0.912
C (5.6695, 6.0134, 2.9016)  -0.882
N (7.0641, 3.2100, 2.4406)  0.349
C (6.8329, 2.0491, 1.5942)  -1.050
C (8.1667, 4.1035, 2.0297)  -1.208
H (8.8130, 2.8019, 4.6358)  0.322
H (7.9890, 2.6498, 6.1984)  0.317
H (9.1784, 4.0202, 5.9129)  0.452
H (7.3456, 6.1371, 5.4947)  0.314
H (7.4287, 5.0887, 6.7832)  0.508
H (5.8354, 5.2853, 6.0395)  0.344
H (4.0202, 3.8072, 2.1661)  0.299
H (3.5123, 3.6530, 3.8645)  0.282
H (3.2787, 5.2741, 2.9294)  0.320
H (4.8514, 6.7279, 2.8102)  0.414
H (6.4395, 6.5511, 3.4549)  0.206
H (6.0224, 5.9161, 1.8749)  0.291
H (5.9366, 1.5745, 1.9937)  0.280
H (6.5348, 2.1826, 0.5543)  0.327
H (7.7406, 1.4510, 1.6738)  0.337
H (8.5605, 4.7596, 2.8059)  0.311
H (7.9266, 4.5853, 1.0819)  0.312
H (9.1029, 3.5515, 1.9469)  0.412
C (-3.1563, 5.1301, -1.4996)  -1.060
N (-4.3197, 4.5250, -0.8906)  0.208
C (-4.0022, 3.3827, 0.0619)  -0.908
P (-5.8444, 5.2096, -0.8809)  0.364
O (-6.0924, 6.1591, -2.0810)  -0.843
N (-6.8374, 3.8073, -0.8417)  0.363
C (-7.0565, 3.0507, 0.4027)  -1.176
C (-7.4189, 3.3264, -2.1186)  -1.151
N (-6.0948, 5.9991, 0.7264)  0.301
C (-7.3694, 6.6605, 1.0509)  -1.152
C (-5.0533, 6.4814, 1.5538)  -1.041
H (-2.6287, 5.8548, -0.8795)  0.288
H (-3.6636, 5.7300, -2.2552)  0.381
H (-2.5239, 4.3749, -1.9663)  0.386
H (-3.9390, 3.6514, 1.1163)  0.175
H (-3.0291, 3.0225, -0.2722)  0.437
H (-4.6373, 2.5061, -0.0661)  0.232
H (-8.0122, 3.3402, 0.8397)  0.285
H (-7.1070, 1.9731, 0.2461)  0.380
H (-6.3158, 3.3529, 1.1431)  0.421
H (-8.1986, 2.5884, -1.9301)  0.430
H (-7.9336, 4.1287, -2.6473)  0.317
H (-6.6238, 2.9728, -2.7750)  0.328
H (-8.1792, 6.0700, 0.6223)  0.325
H (-7.4981, 6.4637, 2.1153)  0.445
H (-7.3428, 7.7279, 0.8317)  0.308
H (-4.3765, 5.7137, 1.9288)  0.227
H (-5.4932, 6.8865, 2.4651)  0.423
H (-4.5521, 7.3328, 1.0934)  0.307
C (-2.9380, -1.8203, 1.5671)  -1.121
C (-1.5821, -1.6653, 2.3358)  0.258
C (-0.5763, -2.7777, 2.4620)  -0.423
O (0.3068, -2.5509, 1.3031)  -0.317
C (0.2471, -1.2210, 1.0295)  0.697
O (0.9941, -0.5092, 0.2707)  -0.647
O (-0.6958, -0.6910, 1.7020)  -0.328
H (-3.4947, -2.7566, 1.6043)  0.322
H (-2.6048, -1.6737, 0.5397)  0.338
H (-3.5633, -1.0548, 2.0266)  0.298
H (-1.7788, -1.3306, 3.3543)  0.319
H (-1.1327, -3.7125, 2.3950)  0.324
H (-0.1772, -2.7951, 3.4762)  0.279
C (1.4763, -3.3955, -4.2144)  -1.289
C (0.9225, -4.7894, -4.0606)  0.335
C (1.8730, -5.7472, -3.2580)  -0.386
O (1.0679, -6.3265, -2.3204)  -0.336
C (-0.2148, -5.7519, -2.4031)  0.677
O (-1.2079, -5.9854, -1.6960)  -0.629
O (-0.2010, -4.8495, -3.2599)  -0.280
H (1.7087, -2.8646, -3.2913)  0.376
H (0.5751, -2.9756, -4.6613)  0.274
H (2.2851, -3.4596, -4.9423)  0.378
H (0.7749, -5.2605, -5.0324)  0.276
H (2.6581, -5.1538, -2.7895)  0.277
H (2.4055, -6.3877, -3.9610)  0.328
C (0.5750, -8.1660, 5.2006)  -1.459
C (1.0117, -8.8604, 3.8490)  0.495
C (2.4353, -8.7319, 3.4073)  -0.431
O (2.8193, -9.9253, 2.9249)  -0.274
C (1.8939, -10.7549, 3.2127)  0.659
O (1.9616, -11.9469, 2.9808)  -0.605
O (0.9083, -10.2389, 3.9298)  -0.325
H (0.8355, -7.1077, 5.2201)  0.379
H (0.8935, -8.4780, 6.1953)  0.363
H (-0.4964, -8.2246, 5.3923)  0.358
H (0.3433, -8.5800, 3.0350)  0.238
H (3.1681, -8.2742, 4.0719)  0.331
H (2.2896, -8.0377, 2.5797)  0.271
C (-4.4364, -1.1042, -4.8621)  -1.420
C (-3.7754, -0.5694, -6.0923)  0.448
C (-3.8239, -1.3609, -7.4353)  -0.287
O (-4.6497, -0.5170, -8.1567)  -0.367
C (-4.8543, 0.7584, -7.5419)  0.670
O (-5.4542, 1.7029, -8.0968)  -0.570
O (-4.3592, 0.6906, -6.3693)  -0.309
H (-4.1602, -2.1494, -4.7226)  0.398
H (-5.5172, -1.2134, -4.9516)  0.347
H (-4.2787, -0.4393, -4.0129)  0.345
H (-2.7047, -0.4473, -5.9287)  0.204
H (-4.3722, -2.2863, -7.2594)  0.251
H (-2.8502, -1.6438, -7.8354)  0.289
C (-6.7405, -7.6399, -2.4787)  -0.580
N (-6.7112, -6.0944, -2.4700)  0.780
O (-6.7981, -5.5877, -3.6005)  -0.493
O (-6.2645, -5.4143, -1.6004)  -0.504
H (-5.7939, -7.9858, -2.8938)  0.245
H (-7.6612, -7.7330, -3.0547)  0.287
H (-7.0071, -8.1167, -1.5355)  0.266
C (2.9012, -4.3897, 9.9898)  -0.674
N (1.5602, -4.3577, 9.2844)  0.814
O (1.4218, -3.6223, 8.3366)  -0.502
O (0.6774, -4.9715, 9.8501)  -0.497
H (2.9625, -3.6938, 10.8265)  0.283
H (3.7010, -3.9930, 9.3644)  0.300
H (3.1478, -5.4026, 10.3083)  0.276
C (-6.1364, -6.5975, 3.4467)  -0.637
N (-5.7787, -5.3515, 4.2979)  0.783
O (-4.6717, -5.3234, 4.7823)  -0.495
O (-6.7346, -4.6524, 4.5788)  -0.490
H (-5.2678, -7.0082, 2.9319)  0.277
H (-6.9160, -6.3231, 2.7361)  0.280
H (-6.5605, -7.2575, 4.2034)  0.280
C (-3.4832, -1.7425, 7.9768)  -0.803
N (-4.8451, -2.1753, 8.3808)  0.956
O (-4.9490, -2.8943, 9.3037)  -0.538
O (-5.7216, -1.6043, 7.8125)  -0.534
H (-3.0013, -2.5798, 7.4720)  0.285
H (-2.9276, -1.5148, 8.8865)  0.312
H (-3.4514, -0.7238, 7.5903)  0.322
C (-9.3617, 1.0077, 5.2719)  -0.723
N (-8.1580, 1.7578, 5.7609)  0.777
O (-8.2204, 2.3975, 6.8716)  -0.483
O (-7.1561, 1.7965, 5.0130)  -0.457
H (-9.0761, 0.0343, 5.6707)  0.306
H (-9.2111, 0.8099, 4.2106)  0.304
H (-10.3176, 1.4689, 5.5201)  0.277

Results
- gap between HOMO and LUMO (Ha) = 0.297
- SMILES string = CN(C)P(=O)(N(C)C)N(C)C.CN(C)P(=O)(N(C)C)N(C)C.CN(C)P(=O)(N(C)C)N(C)C.C[C@H]1COC(=O)O1.C[C@H]1COC(=O)O1.C[C@H]1COC(=O)O1.C[C@H]1COC(=O)O1.C[N+](=O)[O-].C[N+](=O)[O-].C[N+](=O)[O-].C[N+](=O)[O-].C[N+](=O)[O-]
- E_HOMO (eV) = -8.33

---

The following is a quantum chemistry calculation of a structure of composition C3F6GdNO4S2 at a distorted geometry, from the Open Molecules 2025 dataset.

Last column: Löwdin spin population.
Element x y z (Å)
Gd (-0.2029, 0.6485, 3.0769)  7.071
O (-4.2496, -1.3425, 1.3642)  -0.002
C (-3.9970, -0.7241, 2.3125)  -0.007
O (-3.7615, -0.2227, 3.3334)  -0.022
N (0.3501, -0.2879, -1.4073)  -0.002
S (-0.7474, 0.7399, -0.8228)  -0.009
O (-0.9276, 0.6479, 0.7093)  0.000
C (0.0822, 2.4304, -0.9398)  -0.002
F (0.3642, 2.6902, -2.2097)  0.000
F (1.2035, 2.4931, -0.2318)  -0.005
F (-0.7596, 3.3540, -0.4918)  -0.002
S (1.8557, -0.3176, -0.7044)  -0.014
O (2.9051, -0.0101, -1.7416)  -0.001
C (1.9417, -2.1844, -0.5934)  -0.001
F (1.0764, -2.6309, 0.3079)  -0.004
F (1.6966, -2.7667, -1.7569)  0.000
F (3.1700, -2.5172, -0.2046)  0.000

Results
- gap between HOMO and LUMO (alpha / beta) (Ha) = 0.290 / 0.238
- 2S+1 = 8
- E_HOMO (alpha / beta) (eV) = -8.85 / -7.04

---

The following is a quantum chemistry calculation of a structure of composition C4H7ClO2S at a distorted geometry, from the Open Molecules 2025 dataset.

Last column: Mulliken charge in e.
Element x y z (Å)
C (1.9647, -1.5908, 0.2095)  -0.571
C (1.8206, -0.0997, 0.0602)  0.351
C (1.4382, -0.5951, 1.1980)  -0.380
C (2.0427, 1.0099, -0.8719)  -0.950
O (-3.4172, -1.2262, 0.9301)  -0.363
O (-4.3626, -0.7499, -1.2720)  -0.394
S (-3.2830, -0.5678, -0.3405)  0.692
Cl (-4.2816, 1.8765, 0.3972)  -0.223
H (1.2822, -2.2622, -0.2996)  0.179
H (2.9524, -2.0209, 0.3565)  0.193
H (-3.5144, 2.8309, 0.8039)  0.284
H (1.0410, -0.4784, 2.1769)  0.363
H (1.6702, 1.9484, -0.4573)  0.255
H (1.5381, 0.8085, -1.8153)  0.281
H (3.1086, 1.1170, -1.0757)  0.282

Results
- gap between HOMO and LUMO (Ha) = 0.313
- energy above the lowest of the compared OMol25 structures with the same formula, charge and spin (kcal/mol) = 54.4
- E_HOMO (eV) = -9.15

---

no.,calculated total energy (a.u.)
1,-5212.8299
2,-2631.1967
3,-1165.3600